DFT (wB97M-V/def2-TZVPD) results for C45H46LuN8O6S as an isolated structure in a non-equilibrium geometry.

Geometry (Å):
1 Lu 1.066338 0.425615 -0.137889
2 C 4.806057 -2.796378 -0.649167
3 C 4.218784 -3.911801 0.005942
4 C 3.117448 -3.667967 0.834659
5 C 2.613681 -2.331476 0.977388
6 N 3.196890 -1.288140 0.306178
7 C 4.241139 -1.546925 -0.486494
8 C 1.501820 -2.035182 1.888424
9 C 1.076008 -2.989176 2.831395
10 C 0.092284 -2.607707 3.756213
11 C -0.337074 -1.284017 3.817963
12 C 0.111391 -0.399365 2.825430
13 N 0.938197 -0.804992 1.819454
14 C -0.238465 1.024044 2.896680
15 C -1.299268 1.491415 3.724139
16 C -1.706845 2.822623 3.638190
17 C -1.021708 3.681352 2.755245
18 C 0.079624 3.157560 2.065703
19 N 0.450649 1.879895 2.090190
20 H 5.673281 -2.895361 -1.287233
21 H 4.614260 -4.923165 -0.089010
22 H 2.606243 -4.494414 1.335985
23 H 4.607238 -0.705335 -1.053851
24 H 1.552830 -3.954169 2.815380
25 H -0.302209 -3.339516 4.467599
26 H -0.957105 -0.863468 4.618004
27 H -1.786993 0.757031 4.372440
28 H -2.534069 3.165411 4.253650
29 H -1.339534 4.710921 2.570202
30 H 0.674065 3.800321 1.416969
31 N 3.009104 1.278763 1.278485
32 C 3.379253 2.654699 1.298034
33 C 3.379375 3.366683 2.494528
34 C 3.501751 4.743855 2.468106
35 C 3.739719 5.447527 1.275354
36 C 3.908319 4.720613 0.106025
37 C 3.666132 3.316217 0.059506
38 C 3.741116 2.577426 -1.228092
39 C 4.856617 2.803613 -2.068440
40 C 4.909494 2.130910 -3.287901
41 C 3.833969 1.346253 -3.734428
42 C 2.756233 1.150936 -2.856414
43 C 2.744679 1.640537 -1.590967
44 H 3.687897 0.634603 0.833968
45 H 2.704084 0.945608 2.198157
46 H 3.180796 2.826412 3.458454
47 H 3.400639 5.277999 3.411913
48 H 3.754354 6.546025 1.269320
49 H 4.149796 5.230466 -0.843421
50 H 5.655493 3.434845 -1.679390
51 H 5.808224 2.226084 -3.917309
52 H 3.814953 0.851243 -4.707465
53 H 1.899318 0.581574 -3.221984
54 O 3.256939 -1.807315 -4.323304
55 C 2.392428 -2.370076 -3.665314
56 O 2.008916 -1.897968 -2.445449
57 C 1.573226 -3.578539 -4.165658
58 N 0.982753 -4.222451 -2.987895
59 C 1.578237 -5.550575 -2.826672
60 C 2.808228 -5.598222 -3.754366
61 C 2.461870 -4.609769 -4.872973
62 H 0.815488 -3.164075 -4.824171
63 H -0.024413 -4.309091 -3.095607
64 H 1.282259 -2.510471 -2.116816
65 H 0.858714 -6.347036 -3.150883
66 H 1.782989 -5.735323 -1.764342
67 H 3.025413 -6.622229 -4.099175
68 H 3.718309 -5.262057 -3.229930
69 H 1.862349 -5.066673 -5.682355
70 H 3.338068 -4.148865 -5.355271
71 C -6.707197 -0.275759 4.917672
72 C -6.450317 0.556261 3.711324
73 C -5.399022 1.483400 3.671762
74 C -5.168430 2.265483 2.536354
75 C -6.067867 2.121808 1.478826
76 C -7.125972 1.232155 1.510370
77 C -7.275600 0.409593 2.601455
78 S -5.763308 3.017560 -0.002653
79 O -7.022295 3.342141 -0.657836
80 O -4.812018 4.053673 0.309900
81 N -5.081267 1.985199 -1.120731
82 C -3.833879 1.182244 -0.920028
83 C -2.625288 2.107199 -0.904631
84 C -1.260578 1.527196 -0.576381
85 O -0.208617 2.024018 -1.079762
86 O -1.177005 0.549282 0.229159
87 H -6.981691 0.350881 5.762776
88 H -5.821014 -0.846295 5.203790
89 H -7.556440 -0.934843 4.719962
90 H -4.750094 1.560570 4.543614
91 H -4.307922 2.951108 2.489721
92 H -7.857879 1.185229 0.669564
93 H -8.052414 -0.354248 2.586389
94 H -5.803909 1.355408 -1.516109
95 H -3.766040 0.514602 -1.802334
96 H -3.882242 0.561830 -0.018583
97 H -2.818418 2.953255 -0.250597
98 H -2.533482 2.545240 -1.890909
99 N -2.128995 -1.189110 -3.399579
100 C -2.312825 -2.108585 -2.368493
101 C -1.278442 -1.907792 -1.502913
102 N -0.467871 -0.856460 -1.991280
103 C -1.025160 -0.487505 -3.111031
104 H -2.734929 -1.007216 -4.219963
105 H -3.096213 -2.846369 -2.355161
106 H -1.122183 -2.317819 -0.521798
107 H -0.641170 0.286832 -3.767491

Cartesian forces (eV/Å) of the 2 atoms listed first:
1.87 2.05 -1.34
-0.44 -1.23 0.60

Properties
- relative energy (zero: lowest compared OMol25 entry of this formula, charge and spin) (kcal/mol) = 11.2
- energy (eV) = -116072.1416
- charge = +1
- HOMO energy (eV) = -9.221